1.
{"formula": "F3NO", "method": "ωB97M-V/def2-TZVPD", "symbols": ["F", "F", "F", "O", "N"], "positions_angstrom": [[-1.858, -0.515, -0.263], [1.157, -0.852, -0.135], [1.022, 1.194, 0.571], [-1.016, 0.123, 0.510], [0.593, 0.416, -0.380]], "forces_ev_per_a": [[-0.69, -0.56, -0.62], [-0.14, 1.06, 0.12], [0.84, 0.70, 1.49], [-3.43, -0.13, 2.86], [3.42, -1.07, -3.84]], "mulliken_charge": [0.0223, -0.1690, -0.1031, 0.0315, 0.2183], "multiplicity": 3, "total_charge": 0, "max_force_ev_per_a": 5.3, "homo_energy_ev": [-9.5, -11.7], "lumo_ev": [1.1, -3.2], "s2": 2.008}



2.
{"formula": "C9H10N3", "method": "ωB97M-V/def2-TZVPD", "symbols": ["N", "N", "N", "C", "C", "C", "C", "C", "C", "C", "C", "C", "H", "H", "H", "H", "H", "H", "H", "H", "H", "H"], "positions_angstrom": [[0.226, -1.456, -1.152], [-0.090, -1.646, 1.025], [1.791, 1.113, 0.589], [1.092, -1.225, 0.092], [0.422, -2.425, -0.114], [-2.921, 0.604, -0.968], [-1.846, 0.012, -1.612], [-0.985, -0.767, -0.882], [2.260, -0.355, 0.224], [-1.151, -0.879, 0.529], [-2.232, -0.289, 1.219], [-3.081, 0.381, 0.417], [1.456, 1.760, -0.143], [-3.971, 0.836, 0.881], [-1.786, -0.145, -2.680], [-2.153, -0.358, 2.332], [2.560, 1.543, 1.295], [0.665, -3.515, -0.160], [-3.767, 1.165, -1.471], [2.792, -0.159, -0.658], [2.959, -0.666, 1.046], [1.000, 0.942, 1.254]], "forces_ev_per_a": [[1.00, 0.48, -1.01], [2.06, 0.13, 0.49], [0.95, -0.29, 3.96], [-0.97, 0.40, -0.58], [0.53, -2.29, 0.38], [-1.38, -0.04, 0.89], [0.03, -1.18, -1.35], [-0.97, 0.47, 3.14], [0.11, 0.46, 1.74], [-2.06, 1.11, -1.24], [3.81, -1.91, 0.85], [-2.57, 2.39, -0.77], [0.53, -0.47, 0.17], [0.47, -0.17, -0.26], [0.01, 0.87, -0.28], [-0.96, 0.10, -1.09], [-2.04, -0.69, -2.57], [-0.35, 1.18, 0.01], [1.48, -0.81, 0.36], [0.76, -0.58, -1.40], [-0.73, 0.39, -0.71], [0.28, 0.44, -0.72]], "mulliken_charge": [-0.5191, -0.5279, -0.4257, 0.5319, -0.0971, -0.4396, -0.8272, 0.7285, -0.8321, 0.8078, -0.8741, -0.2097, 0.3518, 0.3463, 0.3803, 0.3525, 0.4216, 0.3470, 0.3394, 0.4379, 0.3521, 0.3554], "multiplicity": 1, "total_charge": 1, "max_force_ev_per_a": 4.3, "relative_energy_ev": 3.259, "homo_energy_ev": -11.9, "lumo_ev": -4.0}



3.
{"formula": "C2H4I2O", "method": "ωB97M-V/def2-TZVPD", "symbols": ["I", "I", "O", "C", "C", "H", "H", "H", "H"], "positions_angstrom": [[-1.320, -2.155, -0.243], [-2.300, 1.951, -0.188], [-0.049, -0.401, 1.641], [0.824, -0.037, -0.631], [-0.203, -0.503, 0.316], [0.870, 1.070, -0.352], [-0.095, 0.577, 1.908], [1.806, -0.510, -0.756], [0.468, 0.008, -1.697]], "forces_ev_per_a": [[-0.27, -0.13, -0.01], [-0.15, 0.06, -0.01], [0.06, 2.10, 1.21], [-0.46, 2.49, -1.32], [0.08, -1.33, -0.91], [0.84, -1.12, -0.42], [0.15, -1.81, -0.50], [-0.04, -0.06, 0.90], [-0.20, -0.22, 1.06]], "mulliken_charge": [0.0451, 0.0368, -0.4630, -0.6894, -0.1253, 0.2145, 0.3699, 0.2878, 0.3237], "multiplicity": 3, "total_charge": 0, "max_force_ev_per_a": 2.9, "relative_energy_ev": 0.000, "homo_energy_ev": [-7.5, -9.7], "lumo_ev": [0.5, -3.4], "s2": 2.008}



4.
{"formula": "C24H22FeO3", "method": "ωB97M-V/def2-TZVPD", "symbols": ["Fe", "O", "O", "O", "C", "C", "C", "C", "C", "C", "C", "C", "C", "C", "C", "C", "C", "C", "C", "C", "C", "C", "C", "C", "C", "C", "C", "C", "H", "H", "H", "H", "H", "H", "H", "H", "H", "H", "H", "H", "H", "H", "H", "H", "H", "H", "H", "H", "H", "H"], "positions_angstrom": [[-1.377, 2.097, -1.998], [0.869, 0.633, -3.277], [2.513, -2.215, 1.744], [-2.557, -0.520, -2.799], [0.336, -2.717, -1.173], [1.785, 0.875, -0.133], [-1.416, 3.515, -3.372], [0.938, -0.411, 5.110], [-0.738, 4.007, -2.192], [0.345, -1.275, 1.481], [-0.714, 1.317, -0.011], [-2.274, 0.577, -2.527], [-0.290, 0.182, 5.432], [0.348, -3.418, -2.385], [-1.064, -0.188, 3.169], [0.533, 1.056, 0.625], [0.122, 1.331, -2.717], [1.164, -0.915, 3.835], [1.420, -4.257, -2.704], [1.395, -2.829, -0.258], [-1.659, 3.935, -1.095], [0.164, -0.827, 2.837], [2.491, -4.379, -1.802], [-1.277, 0.323, 4.442], [-2.749, 3.128, -2.986], [2.478, -3.664, -0.604], [1.457, -2.103, 1.081], [-2.894, 3.394, -1.574], [-1.425, 1.804, 0.691], [-0.578, -1.363, 0.904], [1.419, -4.819, -3.639], [1.718, -0.507, 5.864], [2.055, 1.753, -0.745], [-0.516, -2.084, -0.927], [1.704, 0.033, -0.834], [0.259, 4.442, -2.154], [2.616, 0.650, 0.551], [3.336, -5.028, -2.036], [-1.830, -0.100, 2.394], [2.108, -1.385, 3.576], [0.670, 1.357, 1.667], [-2.228, 0.808, 4.672], [-3.535, 2.797, -3.654], [-1.164, 0.414, -0.487], [-0.493, -3.298, -3.070], [-0.481, 0.533, 6.448], [-1.468, 4.301, -0.082], [-1.020, 3.522, -4.382], [-3.809, 3.275, -0.995], [3.317, -3.757, 0.088]], "forces_ev_per_a": [[3.01, -3.90, 2.91], [-1.57, 1.80, 1.07], [-1.28, 0.15, -0.71], [0.55, 2.49, 0.55], [0.21, -0.10, 0.18], [0.76, -1.25, -0.08], [-0.81, 1.76, -0.24], [-0.31, -0.11, -0.08], [-0.66, 1.86, -0.56], [-0.64, -1.82, 1.36], [-0.32, -1.32, 2.14], [-1.28, -4.70, -1.19], [0.03, 0.06, -0.19], [0.12, 0.05, 0.18], [0.22, -0.06, 0.19], [-0.74, 2.62, -1.07], [2.64, -2.79, -1.71], [0.03, 0.17, 0.13], [0.05, 0.17, 0.43], [0.11, -0.32, -0.29], [-0.08, 0.63, -0.33], [-0.16, 0.42, -0.17], [-0.41, 0.26, -0.07], [0.00, -0.26, -0.08], [-0.82, 2.92, 0.05], [-0.09, 0.00, 0.02], [1.54, -0.23, -0.49], [-0.96, 1.47, -0.97], [0.23, -0.57, -0.46], [0.47, 0.31, 0.04], [0.01, 0.18, 0.24], [-0.22, 0.04, -0.15], [-0.27, -0.12, 0.33], [0.14, -0.14, -0.24], [0.13, 0.12, 0.02], [-0.29, -0.35, -0.04], [-0.13, 0.09, -0.28], [-0.25, 0.20, 0.06], [0.21, 0.02, 0.27], [-0.24, 0.14, 0.14], [-0.18, 0.42, -0.43], [0.30, -0.15, 0.00], [0.22, -0.16, 0.16], [0.38, 0.68, 0.07], [0.28, -0.08, 0.17], [0.09, -0.04, -0.36], [-0.03, -0.41, -0.44], [-0.05, -0.17, 0.24], [0.37, -0.12, -0.18], [-0.33, 0.09, -0.16]], "mulliken_charge": [0.1902, -0.3869, -0.7581, -0.3656, 0.1049, -1.4710, -0.4545, -0.6688, -0.5799, -0.4629, -0.4527, 0.3589, -0.3509, -0.8814, -0.1157, 0.2735, 0.4817, -0.3943, -0.3335, 0.4069, -0.6605, 0.2289, -0.5725, -0.7549, -0.7184, -0.4091, 0.5618, -0.5897, 0.6499, 0.5875, 0.3813, 0.3915, 0.4157, 0.1160, 0.2261, 0.5014, 0.3630, 0.3679, 0.3692, 0.5286, 0.5359, 0.3822, 0.6019, -0.2533, 0.4036, 0.3675, 0.4267, 0.5113, 0.4888, 0.4120], "multiplicity": 5, "total_charge": 0, "max_force_ev_per_a": 5.7, "homo_energy_ev": [-6.1, -8.6], "lumo_ev": [0.1, -2.0], "s2": 6.198}



5.
{"formula": "C3H5N3", "method": "ωB97M-V/def2-TZVPD", "symbols": ["N", "N", "N", "C", "C", "C", "H", "H", "H", "H", "H"], "positions_angstrom": [[0.661, 1.333, -0.006], [1.457, 0.252, 0.113], [-0.273, -1.328, -0.010], [-0.609, 1.111, 0.032], [-1.275, -0.252, 0.031], [0.934, -0.994, 0.011], [1.727, -1.799, 0.055], [2.450, 0.349, -0.304], [-1.864, -0.356, 0.946], [-1.972, -0.290, -0.853], [-1.236, 1.972, -0.015]], "forces_ev_per_a": [[-1.68, 0.85, 0.09], [3.17, -0.04, -1.13], [-1.24, -0.18, -0.21], [1.19, -0.49, -0.34], [0.47, 0.45, -0.29], [1.34, -1.88, 0.34], [-0.88, 0.81, -0.26], [-2.45, 0.15, 1.17], [-0.19, -0.12, -0.16], [0.56, -0.21, 0.85], [-0.28, 0.66, -0.06]], "mulliken_charge": [-0.5876, -0.0230, -0.5143, -0.1319, -0.2525, 0.0350, 0.2997, 0.2712, 0.2496, 0.2416, 0.4122], "multiplicity": 1, "total_charge": 0, "max_force_ev_per_a": 3.4, "relative_energy_ev": 1.822, "homo_energy_ev": -8.7, "lumo_ev": 0.9}



6.
{"formula": "C44H61N11", "method": "ωB97M-V/def2-TZVPD", "symbols": ["N", "N", "N", "N", "N", "N", "N", "N", "N", "N", "N", "C", "C", "C", "C", "C", "C", "C", "C", "C", "C", "C", "C", "C", "C", "C", "C", "C", "C", "C", "C", "C", "C", "C", "C", "C", "C", "C", "C", "C", "C", "C", "C", "C", "C", "C", "C", "C", "C", "C", "C", "C", "C", "C", "C", "H", "H", "H", "H", "H", "H", "H", "H", "H", "H", "H", "H", "H", "H", "H", "H", "H", "H", "H", "H", "H", "H", "H", "H", "H", "H", "H", "H", "H", "H", "H", "H", "H", "H", "H", "H", "H", "H", "H", "H", "H", "H", "H", "H", "H", "H", "H", "H", "H", "H", "H", "H", "H", "H", "H", "H", "H", "H", "H", "H", "H"], "positions_angstrom": [[-2.962, -1.301, 4.575], [-4.790, 4.365, 0.623], [-5.941, -1.764, -3.289], [4.390, 3.742, 3.404], [-2.302, -1.786, -3.352], [5.202, -0.666, 4.759], [1.641, -4.996, 1.589], [5.923, 0.664, 1.801], [-2.705, -3.455, 1.902], [-1.502, -0.151, -1.117], [2.110, -1.293, -5.055], [-1.781, -3.475, 0.880], [5.596, 2.609, 0.788], [-6.288, 0.782, -3.098], [3.071, 3.829, 3.243], [6.958, 2.551, 1.234], [-2.583, -0.239, 3.790], [2.512, -0.609, -4.247], [-4.297, -1.549, 4.349], [-3.841, 5.971, -0.527], [-5.643, 1.455, -4.266], [2.757, -5.755, 1.866], [3.972, -0.179, 4.387], [3.072, 0.219, -3.189], [3.952, 2.510, -2.535], [-3.716, 4.654, -0.173], [-3.206, -2.835, -5.523], [-4.912, 6.521, 0.230], [4.698, 3.711, 4.725], [-0.346, -0.356, -0.442], [-1.901, -1.045, -6.970], [-3.627, 0.094, 2.967], [-2.878, -4.723, 2.371], [1.965, -4.010, 0.693], [2.490, 3.859, 4.477], [3.313, -1.140, 3.646], [4.239, -2.231, 3.479], [4.982, 1.427, 1.147], [-5.516, 5.492, 0.879], [-2.474, -2.453, -6.849], [-4.732, -0.729, 3.355], [-2.204, -5.573, 1.537], [-1.388, 1.368, 0.447], [3.530, 3.758, 5.429], [-0.234, 0.556, 0.565], [3.593, 1.602, -3.706], [-6.081, -0.648, -3.171], [7.152, 1.280, 1.734], [3.781, -5.304, 1.094], [-2.185, 0.866, -0.506], [-1.411, -4.768, 0.658], [-2.688, -2.238, -4.320], [5.371, -1.905, 4.183], [3.314, -4.133, 0.422], [-4.212, 1.029, -4.557], [-3.918, 1.398, -5.541], [-3.141, 1.211, -0.860], [0.795, -5.131, 2.114], [-4.181, -0.058, -4.657], [-5.676, 2.547, -4.177], [-4.269, -2.592, -5.614], [6.277, -2.472, 4.301], [-1.554, 0.079, 3.730], [-2.387, -1.825, 5.201], [4.987, 2.863, -2.604], [1.424, 3.911, 4.627], [5.156, 3.419, 0.227], [2.368, 0.412, -2.384], [-5.230, 7.548, 0.187], [-6.399, 5.394, 1.484], [-5.685, -0.776, 2.855], [3.969, 2.043, -1.544], [5.718, 3.631, 5.056], [-3.198, -2.597, -7.661], [-1.700, -3.194, -7.064], [-3.275, 6.459, -1.303], [-1.619, 2.272, 0.993], [-0.740, -5.149, -0.092], [8.021, 0.761, 2.103], [2.766, -6.523, 2.618], [-2.654, -0.258, -6.944], [-4.917, 3.478, 1.072], [4.483, 1.473, -4.318], [-5.980, 1.246, -2.164], [-3.211, -3.921, -5.424], [-1.177, -0.873, -6.173], [3.930, -0.345, -2.808], [-3.054, -2.556, 2.200], [3.329, 3.401, -2.439], [-2.915, 3.961, -0.359], [4.011, 1.012, 0.954], [-3.553, -4.982, 3.170], [3.411, 3.806, 6.500], [-4.771, -2.300, 4.960], [3.678, 0.840, 4.597], [1.243, -3.332, 0.280], [0.624, 0.723, 1.185], [2.613, 3.812, 2.272], [5.888, -0.099, 5.214], [-6.206, 1.327, -5.197], [5.021, 3.586, 2.624], [-3.582, 0.902, 2.262], [3.866, -3.551, -0.298], [4.226, -3.059, 2.785], [4.785, -5.680, 1.000], [-1.484, -2.553, 0.413], [-3.491, 1.356, -3.809], [-2.009, -0.804, -1.738], [-1.323, -0.973, -7.891], [-2.182, -6.637, 1.693], [5.760, -0.248, 2.204], [0.336, -1.106, -0.814], [-7.367, 0.954, -3.151], [2.384, -1.084, 3.104], [2.790, 2.003, -4.321], [7.756, 3.245, 1.031]], "forces_ev_per_a": [[-0.72, 0.86, -0.24], [0.53, -0.55, 0.34], [0.32, -2.19, -0.28], [1.39, -0.06, -0.60], [0.41, 0.48, 1.02], [-0.81, -0.03, -0.59], [0.69, -0.41, 0.51], [0.24, 0.12, -0.95], [1.10, 0.66, -0.55], [-1.81, -0.47, -0.05], [-0.79, -1.17, -1.58], [-0.29, 0.06, 0.31], [0.18, -0.09, 0.00], [-0.96, 0.48, 0.11], [-1.20, -0.09, -0.32], [0.03, -0.96, -0.75], [0.62, -0.65, -0.59], [0.46, 1.13, 1.56], [0.59, -0.70, 0.49], [0.39, 0.16, 0.14], [0.67, 1.33, -1.60], [-0.28, 0.02, -0.15], [-0.56, -0.08, -0.12], [1.10, 0.63, -0.37], [0.70, 0.59, 0.63], [-0.33, 0.29, -0.28], [-0.40, -0.17, -1.31], [-0.24, 0.38, -1.00], [0.62, -0.28, 0.26], [0.65, -0.89, -0.61], [0.45, -0.35, 0.38], [-0.06, -0.04, 0.85], [-0.95, -0.05, -0.40], [0.66, -0.14, 0.29], [-0.69, -0.14, 0.02], [1.14, -0.33, -0.54], [0.43, 0.68, 0.12], [0.88, -0.08, 0.38], [-0.07, -0.55, 0.39], [-0.35, -0.20, -0.32], [0.04, 0.24, -0.68], [0.94, 0.11, 0.74], [0.12, 1.29, 1.74], [-0.41, 0.38, 0.40], [0.15, 0.49, -0.50], [-0.43, -0.73, 0.48], [-0.29, 1.62, 0.65], [-0.86, 0.33, 0.90], [0.46, 1.05, -0.17], [-0.17, -0.16, -1.26], [-0.67, -0.68, -0.27], [-0.26, -0.55, -0.74], [0.18, 0.00, -0.02], [-0.64, -0.62, -0.54], [-0.18, -0.30, -0.40], [0.14, 0.27, 0.15], [-0.05, -0.08, -0.08], [-0.36, 0.35, -0.36], [0.19, 0.03, 0.24], [0.01, -0.09, 0.51], [0.10, 0.30, 0.24], [0.09, 0.06, 0.09], [-0.05, 0.08, 0.20], [0.18, 0.08, 0.19], [-0.16, 0.10, -0.29], [0.03, 0.05, 0.24], [-0.07, -0.03, 0.06], [-0.23, -0.28, -0.01], [-0.17, 0.00, 0.04], [-0.04, 0.33, 0.11], [-0.16, 0.12, 0.25], [-0.39, -0.36, -0.27], [0.06, 0.04, 0.01], [-0.03, -0.04, 0.21], [0.14, 0.16, 0.28], [0.28, 0.19, 0.34], [0.11, -0.15, 0.26], [0.05, 0.15, -0.08], [0.07, 0.21, 0.10], [-0.26, -0.16, -0.05], [-0.07, -0.06, -0.01], [-0.11, -0.04, 0.14], [-0.19, -0.21, -0.23], [0.32, -0.42, 0.21], [0.20, 0.00, 0.19], [-0.07, 0.15, 0.12], [-0.18, 0.08, 0.31], [-0.36, -0.34, 0.54], [-0.11, -0.11, -0.16], [-0.21, -0.26, -0.25], [-0.26, 0.20, 0.15], [-0.06, 0.24, 0.03], [0.13, -0.10, 0.00], [-0.27, -0.05, -0.25], [0.02, -0.11, 0.24], [-0.18, 0.08, 0.18], [0.12, -0.04, 0.21], [0.00, 0.08, -0.17], [0.21, -0.11, 0.18], [-0.21, -0.52, 0.24], [0.03, 0.04, 0.43], [-0.14, -0.09, -0.24], [-0.02, 0.06, 0.00], [-0.55, -0.19, 0.28], [-0.01, -0.16, 0.28], [0.05, 0.06, -0.05], [0.03, -0.07, 0.04], [1.08, 0.33, 0.13], [-0.20, 0.09, -0.11], [0.10, -0.12, -0.23], [-0.12, -0.03, -0.10], [0.04, -0.07, 0.25], [-0.02, -0.06, 0.10], [-0.16, 0.28, 0.29], [0.15, 0.32, -0.08], [-0.11, 0.18, 0.03]], "mulliken_charge": [0.0881, 0.0934, -0.4407, 0.1833, -0.5089, 0.1214, 0.1111, 0.2467, 0.1923, 0.3869, -0.4403, -0.2863, -0.9060, -0.3347, -0.4090, -0.4766, -0.8625, 0.0300, -0.6515, -0.6041, -0.6166, -0.6499, -0.7931, 0.1636, -0.8110, -0.2053, -0.4980, -0.4660, -0.6834, -1.0425, -0.9503, 0.1352, -0.1067, -0.2035, -0.4893, -0.3141, 0.1985, -0.4696, -0.5315, -0.4601, -0.6251, -1.0247, -0.4970, -0.4910, -1.1627, -0.5464, 0.3450, -0.6891, -0.5953, -0.5400, -0.6164, 0.0464, -1.1122, -0.5288, -0.5467, 0.3598, 0.5995, 0.2286, -0.1754, 0.3661, 0.2936, 0.3577, 0.4669, 0.1846, 0.3570, 0.4282, 0.5449, 0.0263, 0.3901, 0.4002, 0.3647, -0.0523, 0.4069, 0.2913, 0.3029, 0.3876, 0.4577, 0.5233, 0.4186, 0.3869, 0.1882, 0.2118, 0.3029, 0.2184, 0.4334, 0.2461, 0.2654, 0.3221, 0.3674, 0.3281, 0.6716, 0.4185, 0.4134, 0.4085, 0.2640, 0.3441, 0.7610, 0.4312, 0.2299, 0.2892, 0.1953, 0.4212, 0.4750, 0.2936, 0.4244, 0.2279, 0.2113, 0.4977, 0.3895, 0.3960, 0.2310, 0.8040, 0.2771, 0.7284, 0.3722, 0.4702], "multiplicity": 1, "total_charge": 0, "max_force_ev_per_a": 2.2, "relative_energy_ev": 0.938, "homo_energy_ev": -8.1, "lumo_ev": 0.4}